C5H13N3 | wB97M-V/def2-TZVPD

Geometry as XYZ:
```
21
Properties=species:S:1:pos:R:3:forces:R:3
N -0.9790 0.0010 0.1845 0.1 -0.3 0.1
N 0.7021 -1.6403 -0.1658 0.5 0.8 -0.4
N -1.5090 -0.9863 1.0833 -0.4 -0.3 0.7
C -1.2916 1.3333 0.6985 -0.3 0.6 0.2
C 0.5329 -0.1782 -0.0174 0.0 -0.7 0.2
C 1.2679 0.9080 -0.0161 0.4 -0.1 -0.1
C -1.6527 -0.2121 -1.1044 -0.4 -0.2 -0.6
C 2.7468 0.7620 -0.2437 -0.1 -0.1 0.1
H -1.4073 -1.2149 -1.4529 0.0 0.1 0.1
H 1.0832 -1.8415 -1.0873 0.0 0.0 0.2
H -1.2854 0.5200 -1.8187 0.1 0.0 0.1
H 2.9884 1.2141 -1.2111 0.1 0.0 0.1
H -0.8529 2.0644 0.0285 0.0 -0.1 0.1
H 1.3813 -1.9767 0.5061 0.0 0.0 0.0
H -2.7332 -0.1255 -0.9813 0.1 0.0 0.1
H -2.3691 1.4452 0.7814 -0.1 -0.2 0.0
H -1.0063 -1.8506 0.8363 -0.2 0.4 0.0
H -1.2182 -0.7323 2.0344 0.0 0.0 -0.5
H 3.2875 1.3243 0.5241 0.1 0.0 -0.2
H -0.8216 1.4583 1.6695 0.1 0.0 0.0
H 3.1363 -0.2722 -0.2479 0.0 0.1 0.0
```
Forces are in eV/Å.

ΔE to the lowest compared entry with this formula, charge and spin, kcal/mol: 102.96
Gap between HOMO and LUMO, eV: 7.4384
Multiplicity: 1
HOMO energy, eV: -6.58
LUMO level, hartree: 0.0315